1.
Here is 7 unconnected molecules or ions with the total composition C20H56NO19S7 from the OMol25 dataset. Energies are from ωB97M-V with the def2-TZVPD basis set.

Summary:
HOMO energy, eV: -12.29
Total charge: +1
HOMO-LUMO gap, eV: 8.772

Last columns: bonded neighbours and bond lengths (Å).
Element x y z (Å)
1 O -2.98793 3.15837 2.08339  C2 1.476, H6 1.003
2 C -1.68118 3.15479 1.39801  O1 1.476, C3 1.637, H7 1.170, H8 1.194
3 C -1.13627 1.67751 0.95123  C2 1.637, N4 1.512, H9 1.193, H10 1.194
4 N -1.25797 1.35984 -0.52213  C3 1.512, S5 1.767, H11 1.063, H12 1.064
5 S -0.41512 2.49899 -1.57702  N4 1.767, H13 1.431
6 H -3.67251 2.95303 1.37993  O1 1.003
7 H -1.72774 3.95414 0.54469  C2 1.170
8 H -0.89722 3.57152 2.19583  C2 1.194
9 H -0.00949 1.45618 1.27375  C3 1.193
10 H -1.77583 0.85150 1.52851  C3 1.194
11 H -2.25907 1.17654 -0.83061  N4 1.063
12 H -0.75558 0.43284 -0.66727  N4 1.064
13 H -1.41633 3.48424 -1.85157  S5 1.431
14 O -3.44908 -0.92270 -1.93502  S15 1.447
15 S -3.81117 -2.24767 -2.39058  O14 1.447, O16 1.448, O17 1.629, C20 1.776
16 O -3.13283 -3.43496 -1.91565  S15 1.448
17 O -3.82090 -2.26473 -4.01912  S15 1.629, C18 1.421
18 C -2.64926 -1.85587 -4.71130  O17 1.421, C19 1.517, H21 1.095, H22 1.096
19 C -1.57931 -2.93116 -4.67707  C18 1.517, H23 1.094, H24 1.094, H25 1.095
20 C -5.55632 -2.47214 -2.15233  S15 1.776, H26 1.091, H27 1.092, H28 1.092
21 H -2.27259 -0.90861 -4.31097  C18 1.095
22 H -2.93847 -1.67390 -5.75253  C18 1.096
23 H -1.20297 -3.07992 -3.66073  C19 1.094
24 H -0.73248 -2.65630 -5.31238  C19 1.094
25 H -1.98305 -3.89062 -5.01584  C19 1.095
26 H -6.08241 -1.60047 -2.54303  C20 1.091
27 H -5.73902 -2.57224 -1.07998  C20 1.092
28 H -5.86880 -3.38172 -2.66857  C20 1.092
29 O 0.77996 -2.74938 -7.36600  S30 1.447
30 S 1.04164 -2.23902 -8.69463  O29 1.447, O31 1.448, O32 1.629, C35 1.776
31 O -0.02581 -1.92489 -9.62050  S30 1.448
32 O 2.11031 -3.21764 -9.43810  S30 1.629, C33 1.421
33 C 1.80905 -4.60254 -9.53971  O32 1.421, C34 1.517, H36 1.095, H37 1.096
34 C 0.77234 -4.86875 -10.61515  C33 1.517, H38 1.094, H39 1.094, H40 1.095
35 C 2.09546 -0.81649 -8.55841  S30 1.776, H41 1.091, H42 1.092, H43 1.092
36 H 1.48808 -5.00196 -8.57178  C33 1.095
37 H 2.74002 -5.11487 -9.80752  C33 1.096
38 H -0.19780 -4.44435 -10.34051  C34 1.094
39 H 0.63829 -5.94354 -10.76734  C34 1.094
40 H 1.06984 -4.40844 -11.56275  C34 1.095
41 H 2.92691 -1.05365 -7.89381  C35 1.091
42 H 1.50330 0.00191 -8.14261  C35 1.092
43 H 2.45439 -0.54671 -9.55333  C35 1.092
44 O 2.56967 -5.07596 -3.46399  S45 1.447
45 S 1.73908 -6.23544 -3.70876  O44 1.447, O46 1.448, O47 1.629, C50 1.776
46 O 0.52072 -6.15681 -4.48642  S45 1.448
47 O 1.40940 -6.96143 -2.28863  S45 1.629, C48 1.421
48 C 0.81384 -6.19231 -1.25287  O47 1.421, C49 1.517, H51 1.095, H52 1.096
49 C -0.66330 -5.96083 -1.51112  C48 1.517, H53 1.094, H54 1.094, H55 1.095
50 C 2.75156 -7.52453 -4.39127  S45 1.776, H56 1.091, H57 1.092, H58 1.092
51 H 1.34619 -5.24476 -1.11793  C48 1.095
52 H 0.92821 -6.76186 -0.32366  C48 1.096
53 H -0.81461 -5.32102 -2.38546  C49 1.094
54 H -1.13575 -5.47463 -0.65282  C49 1.094
55 H -1.17485 -6.90773 -1.71118  C49 1.095
56 H 3.65588 -7.62108 -3.78952  C50 1.091
57 H 3.00923 -7.24317 -5.41487  C50 1.092
58 H 2.18234 -8.45591 -4.39449  C50 1.092
59 O 1.77582 1.39294 2.96573  S60 1.447
60 S 2.33139 1.56242 4.29117  O59 1.447, O61 1.448, O62 1.629, C65 1.776
61 O 3.60888 2.20645 4.51167  S60 1.448
62 O 2.32989 0.12407 5.05516  S60 1.629, C63 1.421
63 C 2.97735 -0.97760 4.43375  O62 1.421, C64 1.517, H66 1.095, H67 1.096
64 C 4.48622 -0.87911 4.55955  C63 1.517, H68 1.094, H69 1.094, H70 1.095
65 C 1.12165 2.36286 5.31515  S60 1.776, H71 1.091, H72 1.092, H73 1.092
66 H 2.67165 -1.06681 3.38588  C63 1.095
67 H 2.63520 -1.88286 4.94790  C63 1.096
68 H 4.87483 -0.03314 3.98507  C64 1.094
69 H 4.96685 -1.78805 4.18656  C64 1.094
70 H 4.77883 -0.72297 5.60278  C64 1.095
71 H 0.16188 1.86088 5.18827  C65 1.091
72 H 1.04646 3.40454 4.99488  C65 1.092
73 H 1.45293 2.31701 6.35420  C65 1.092
74 O -0.95569 3.09728 7.60252  S75 1.447
75 S -1.64375 2.46170 8.70561  O74 1.447, O76 1.448, O77 1.629, C80 1.776
76 O -1.77445 1.02335 8.80264  S75 1.448
77 O -3.11754 3.13498 8.87049  S75 1.629, C78 1.421
78 C -3.98789 3.15179 7.74744  O77 1.421, C79 1.517, H81 1.095, H82 1.096
79 C -4.60594 1.78791 7.50232  C78 1.517, H83 1.094, H84 1.094, H85 1.095
80 C -0.95090 3.06044 10.22685  S75 1.776, H86 1.091, H87 1.092, H88 1.092
81 H -3.46520 3.51630 6.85673  C78 1.095
82 H -4.78541 3.86967 7.96998  C78 1.096
83 H -3.84829 1.06229 7.19225  C79 1.094
84 H -5.36309 1.84087 6.71479  C79 1.094
85 H -5.06814 1.40186 8.41647  C79 1.095
86 H -0.88418 4.14800 10.18213  C80 1.091
87 H 0.04574 2.62670 10.33595  C80 1.092
88 H -1.58726 2.74109 11.05422  C80 1.092
89 O 1.24905 7.93986 0.39070  S90 1.447
90 S 2.32575 7.88623 1.35611  O89 1.447, O91 1.448, O92 1.629, C95 1.776
91 O 3.68240 7.55449 0.97559  S90 1.448
92 O 1.87951 6.92931 2.59615  S90 1.629, C93 1.421
93 C 1.46141 5.60077 2.31470  O92 1.421, C94 1.517, H96 1.095, H97 1.096
94 C 2.64245 4.69969 2.00578  C93 1.517, H98 1.094, H99 1.094, H100 1.095
95 C 2.35932 9.41773 2.25393  S90 1.776, H101 1.091, H102 1.092, H103 1.092
96 H 0.72944 5.58857 1.50014  C93 1.095
97 H 0.95313 5.22744 3.21090  C93 1.096
98 H 3.12451 4.99013 1.06771  C94 1.094
99 H 2.32161 3.65839 1.91069  C94 1.094
100 H 3.39960 4.76941 2.79331  C94 1.095
101 H 1.34744 9.65899 2.58122  C95 1.091
102 H 2.73202 10.19359 1.58127  C95 1.092
103 H 3.03182 9.31187 3.10718  C95 1.092

Here are the Mulliken charges for atoms 1 to 6, given in e: -0.509, 0.023, -0.261, -0.235, -0.031, 0.292


2.
Here is 9 unconnected molecules or ions with the total composition C9H36N10O9 from the OMol25 dataset. Energies are from ωB97M-V with the def2-TZVPD basis set.

Summary:
HOMO energy (alpha / beta), eV: -11.46 / -11.46
Total charge: +1
Multiplicity: 2
HOMO-LUMO gap (alpha / beta), eV: 8.306 / 2.297
Relative energy (zero: lowest compared OMol25 entry of this formula, charge and spin), eV: 2.142

Last columns: bonded neighbours and bond lengths (Å).
Element x y z (Å)
1 C 0.16969 -3.17585 -2.91405  O2 1.410, H3 1.090, H4 1.090, H5 1.090
2 O -0.85500 -2.57954 -2.15109  C1 1.410, H6 0.960
3 H -0.25456 -3.54573 -3.84749  C1 1.090
4 H 0.73214 -2.26880 -3.13544  C1 1.090
5 H 0.67740 -4.03214 -2.47009  C1 1.090
6 H -1.57655 -3.20981 -2.08995  O2 0.960
7 C 2.57594 -0.15123 3.53508  O8 1.429, H9 1.090, H10 1.090, H11 1.090
8 O 2.20893 0.43063 2.28258  C7 1.429, H12 0.960
9 H 3.15552 -1.06275 3.38910  C7 1.090
10 H 3.05885 0.61148 4.14595  C7 1.090
11 H 1.64263 -0.39415 4.04304  C7 1.090
12 H 2.12476 -0.25983 1.62093  O8 0.960
13 C -0.74899 -1.03962 -5.64338  O14 1.458, H15 1.090, H16 1.090, H17 1.090
14 O -0.65153 -0.16612 -6.80705  C13 1.458, H18 0.960
15 H 0.23943 -1.13684 -5.19431  C13 1.090
16 H -1.52911 -0.64617 -4.99168  C13 1.090
17 H -0.97018 -2.07374 -5.90751  C13 1.090
18 H -0.92725 0.73785 -6.63845  O14 0.960
19 C -2.61953 3.73150 1.18561  O20 1.426, H21 1.090, H22 1.090, H23 1.090
20 O -3.64916 3.67818 2.17069  C19 1.426, H24 0.960
21 H -2.89963 3.86873 0.14120  C19 1.090
22 H -1.89000 4.48517 1.48205  C19 1.090
23 H -1.86315 2.94670 1.19574  C19 1.090
24 H -3.48675 2.79997 2.52278  O20 0.960
25 C -0.47994 -3.41843 2.04238  O26 1.232, N27 1.281, N28 1.338
26 O -0.83202 -4.06795 3.02819  C25 1.232
27 N 0.51975 -3.74639 1.31161  C25 1.281, H29 1.010, H30 1.010
28 N -1.03998 -2.30930 1.54490  C25 1.338, H31 1.010, H32 1.010
29 H 0.71758 -2.99285 0.66885  N27 1.010
30 H 1.15582 -4.48604 1.57319  N27 1.010
31 H -0.56375 -1.84103 0.78725  N28 1.010
32 H -2.03695 -2.27582 1.70316  N28 1.010
33 C 4.87285 0.55508 0.60782  O34 1.218, N35 1.283, N36 1.265
34 O 4.67512 1.70442 0.25587  C33 1.218
35 N 4.38087 -0.48034 0.03147  C33 1.283, H37 1.010, H38 1.010
36 N 5.61077 0.15065 1.55237  C33 1.265, H39 1.010, H40 1.010
37 H 3.45582 -0.18655 -0.24791  N35 1.010
38 H 4.53759 -1.38830 0.44518  N35 1.010
39 H 5.57269 -0.77314 1.95888  N36 1.010
40 H 6.28491 0.81633 1.90237  N36 1.010
41 C -2.78417 1.15834 -2.45737  O42 1.187, N43 1.253, N44 1.356
42 O -1.80460 1.80979 -2.61763  C41 1.187
43 N -2.88160 0.07037 -1.84408  C41 1.253, H45 1.010, H46 1.010
44 N -3.95979 1.40575 -3.08659  C41 1.356, H47 1.010, H48 1.010
45 H -2.10071 -0.37758 -1.38619  N43 1.010
46 H -3.72876 -0.47740 -1.89281  N43 1.010
47 H -4.66926 0.97957 -2.50770  N44 1.010
48 H -4.12456 2.26424 -3.59250  N44 1.010
49 C -1.05583 1.80874 3.97376  O50 1.227, N51 1.253, N52 1.313
50 O -1.75082 0.80265 3.86988  C49 1.227
51 N -0.03753 2.16309 3.33590  C49 1.253, H53 1.010, H54 1.010
52 N -1.38975 2.84041 4.71395  C49 1.313, H55 1.010, H56 1.010
53 H 0.42347 1.54979 2.67906  N51 1.010
54 H 0.19993 3.13927 3.23207  N51 1.010
55 H -2.19626 2.80588 5.32095  N52 1.010
56 H -0.82027 3.65360 4.52816  N52 1.010
57 C 0.73956 -0.19071 -0.76861  O58 1.206, N59 1.273, N60 1.234
58 O 1.55218 -1.00537 -0.40803  C57 1.206
59 N -0.06766 0.43085 -0.00526  C57 1.273, H61 1.010, H62 1.010
60 N 0.68405 0.31629 -1.89199  C57 1.234, H63 1.010, H64 1.010
61 H -0.61251 1.19001 -0.38854  N59 1.010
62 H -0.17287 0.18760 0.96935  N59 1.010
63 H 1.01968 -0.33028 -2.59156  N60 1.010
64 H 0.04304 0.99690 -2.27406  N60 1.010

Here are the natural (NBO) charges for atoms 1 to 6, given in e: -0.244, -0.752, 0.177, 0.183, 0.173, 0.468


3.
Here is a single C19H19ClN2O3 molecule from the OMol25 dataset. Energies are from ωB97M-V with the def2-TZVPD basis set.

Summary:
HOMO energy, eV: -8.26
Total charge: 0
HOMO-LUMO gap, eV: 8.052
Structure (SMILES): CCCCC(=O)N[C@H](c1ccco1)c1cc(Cl)c2cccnc2c1O
Relative energy (zero: lowest compared OMol25 entry of this formula, charge and spin), eV: 1.241

Last columns: bonded neighbours and bond lengths (Å).
Element x y z (Å)
1 C -0.11258 3.24149 -5.09907  C2 1.524, H26 1.087, H27 1.088, H28 1.088
2 C 0.15805 3.59558 -3.64204  C1 1.524, C3 1.527, H29 1.092, H30 1.093
3 C 0.81412 2.43754 -2.89356  C2 1.527, C4 1.532, H31 1.092, H32 1.093
4 C 1.09469 2.79130 -1.43001  C3 1.532, C5 1.517, H33 1.092, H34 1.090
5 C 1.74134 1.61174 -0.72768  C4 1.517, O6 1.212, N7 1.353
6 O 2.92998 1.52868 -0.50518  C5 1.212
7 N 0.86056 0.63962 -0.39782  C5 1.353, C8 1.443, H35 1.007
8 C 1.26476 -0.60151 0.21708  N7 1.443, C9 1.504, C14 1.516, H36 1.096
9 C 1.01607 -1.77092 -0.69463  C8 1.504, C10 1.364, O13 1.348
10 C -0.01850 -2.06326 -1.53446  C9 1.364, C11 1.417, H37 1.070
11 C 0.29011 -3.31788 -2.11533  C10 1.417, C12 1.359, H38 1.071
12 C 1.48227 -3.69275 -1.58086  C11 1.359, O13 1.344, H39 1.072
13 O 1.92824 -2.76259 -0.72008  C9 1.348, C12 1.344
14 C 0.54419 -0.84755 1.52805  C8 1.516, C15 1.404, C24 1.381
15 C 1.26960 -1.32683 2.63105  C14 1.404, C16 1.370, H40 1.079
16 C 0.66456 -1.60888 3.82697  C15 1.370, Cl17 1.729, C18 1.411
17 Cl 1.61481 -2.19633 5.14697  C16 1.729
18 C -0.72373 -1.42459 3.99748  C16 1.411, C19 1.409, C23 1.418
19 C -1.44619 -1.67857 5.18037  C18 1.409, C20 1.370, H41 1.080
20 C -2.79742 -1.45501 5.20281  C19 1.370, C21 1.405, H42 1.078
21 C -3.42747 -0.97799 4.04164  C20 1.405, N22 1.305, H43 1.082
22 N -2.79146 -0.73122 2.92932  C21 1.305, C23 1.349
23 C -1.46035 -0.94281 2.88567  C18 1.418, N22 1.349, C24 1.420
24 C -0.81819 -0.66082 1.65052  C14 1.381, C23 1.420, O25 1.353
25 O -1.59425 -0.20976 0.63833  C24 1.353, H44 0.976
26 H -0.57965 4.07661 -5.61571  C1 1.087
27 H 0.81601 2.99753 -5.61001  C1 1.088
28 H -0.77551 2.38150 -5.16686  C1 1.088
29 H 0.81015 4.47019 -3.59613  C2 1.092
30 H -0.78221 3.85743 -3.15066  C2 1.093
31 H 1.75560 2.17673 -3.38101  C3 1.092
32 H 0.16338 1.56072 -2.94093  C3 1.093
33 H 0.16506 3.06207 -0.92566  C4 1.092
34 H 1.78170 3.63668 -1.38282  C4 1.090
35 H -0.12386 0.74892 -0.58119  N7 1.007
36 H 2.34323 -0.52361 0.39595  C8 1.096
37 H -0.88897 -1.46718 -1.71414  C10 1.070
38 H -0.29693 -3.85837 -2.82905  C11 1.071
39 H 2.09381 -4.56082 -1.72572  C12 1.072
40 H 2.33298 -1.47383 2.52281  C15 1.079
41 H -0.92278 -2.04552 6.05041  C19 1.080
42 H -3.37958 -1.63889 6.09179  C20 1.078
43 H -4.49358 -0.79261 4.02757  C21 1.082
44 H -2.50207 -0.18421 0.99584  O25 0.976

Here are the natural (NBO) charges for atoms 1 to 6, given in e: -0.600, -0.389, -0.383, -0.486, 0.693, -0.627


Listing calculated total energy for the structures above in their given order: -5066.8624, -1588.8528, -1530.8750 Eh.